Record 1
{"formula": "CH5PS2", "method": "wB97M-V/def2-TZVPD", "symbols": ["C", "P", "S", "S", "H", "H", "H", "H", "H"], "positions_angstrom": [[-0.7843, -0.5180, 2.8044], [1.5483, 0.5733, -1.7470], [0.3046, -1.3356, 1.9470], [-0.1476, 0.6203, -2.9639], [-1.3555, -0.9901, 3.5916], [-0.9879, 0.5275, 2.6087], [0.8840, 1.0191, -0.6062], [1.4312, -0.7615, -1.3333], [0.5435, 0.8008, -4.0835]], "forces_ev_per_a": [[0.46, -0.31, -0.46], [0.51, -0.07, 0.06], [-0.29, 0.23, 0.26], [-0.58, -0.01, -0.22], [-0.11, -0.04, 0.16], [-0.05, 0.13, 0.03], [-0.13, 0.24, 0.34], [0.11, -0.27, 0.10], [0.08, 0.11, -0.29]], "e_lumo_ev": -0.52, "e_homo_ev": -9.02, "orbital_gap_ev": 8.499}

---

Record 2
{"formula": "C34H53CeN4OP2", "method": "wB97M-V/def2-TZVPD", "symbols": ["C", "C", "C", "C", "C", "H", "H", "H", "N", "P", "P", "C", "H", "H", "C", "H", "C", "C", "C", "C", "C", "H", "H", "H", "C", "H", "H", "H", "C", "H", "H", "H", "C", "H", "H", "H", "C", "H", "H", "H", "C", "H", "H", "H", "C", "H", "H", "H", "C", "H", "H", "H", "C", "H", "H", "H", "C", "H", "H", "H", "C", "H", "H", "H", "C", "H", "H", "H", "Ce", "C", "O", "N", "C", "C", "C", "C", "C", "H", "C", "H", "C", "H", "H", "H", "C", "N", "C", "C", "N", "H", "H", "H", "H", "H", "H"], "positions_angstrom": [[1.5799, 2.0500, 1.5798], [2.2471, 1.8983, -0.6614], [2.4518, 3.1101, 1.7894], [3.2951, 2.8226, -0.4137], [3.3781, 3.4510, 0.8082], [2.4055, 3.6493, 2.7388], [3.9545, 3.0607, -1.2459], [4.1179, 4.2324, 0.9924], [1.4745, 1.4134, 0.3872], [0.0466, -0.0504, 2.7392], [0.4785, 0.9977, -2.7173], [0.6424, 1.6863, 2.7328], [1.1852, 1.8937, 3.6698], [-0.2199, 2.3784, 2.7259], [2.0110, 1.5064, -2.0141], [2.8681, 1.6062, -2.6842], [0.8909, -0.5248, -3.8839], [0.1320, 2.5712, -3.7159], [1.4838, -0.9213, 3.6621], [-1.5311, 0.0971, 3.7657], [0.3908, -1.7897, -3.1561], [-0.6861, -1.7278, -2.9109], [0.5075, -2.6560, -3.8248], [0.9721, -2.0395, -2.2454], [0.1273, -0.4103, -5.2096], [-0.9572, -0.3540, -5.0556], [0.4449, 0.4460, -5.8135], [0.3308, -1.3129, -5.8080], [2.3913, -0.6449, -4.1727], [2.5433, -1.4980, -4.8575], [2.7965, 0.2482, -4.6685], [2.9908, -0.8414, -3.2728], [-1.2649, 2.4740, -4.3459], [-2.0404, 2.3475, -3.5810], [-1.4522, 3.4166, -4.8756], [-1.3493, 1.6610, -5.0745], [0.1630, 3.7606, -2.7357], [-0.4351, 3.5683, -1.8368], [1.1912, 4.0133, -2.4459], [-0.2638, 4.6344, -3.2495], [1.1862, 2.8251, -4.8044], [2.2118, 2.8328, -4.4114], [1.1345, 2.1367, -5.6579], [0.9778, 3.8306, -5.2042], [-2.1652, -1.2988, 3.8802], [-3.1426, -1.2007, 4.3751], [-2.3295, -1.7559, 2.8933], [-1.5609, -1.9860, 4.4855], [-2.5097, 1.0173, 3.0073], [-2.1403, 2.0464, 2.9212], [-2.7375, 0.6360, 2.0026], [-3.4498, 1.0614, 3.5805], [-1.2809, 0.6867, 5.1616], [-2.2543, 0.9615, 5.5962], [-0.8258, -0.0359, 5.8487], [-0.6678, 1.5979, 5.1363], [2.7901, -0.7011, 2.8670], [3.5750, -1.3407, 3.3052], [2.7050, -0.9830, 1.8085], [3.1413, 0.3388, 2.9302], [1.1623, -2.4269, 3.7095], [0.9513, -2.8437, 2.7140], [2.0350, -2.9585, 4.1177], [0.3125, -2.6423, 4.3698], [1.7109, -0.3964, 5.0891], [1.8103, 0.6959, 5.1371], [0.9282, -0.7197, 5.7844], [2.6568, -0.8244, 5.4580], [0.1119, -0.6785, -0.2126], [-1.3582, 1.4211, -0.5623], [-2.1835, 2.2428, -0.5217], [1.6263, -2.6353, 0.0389], [2.7503, -3.0315, -0.0458], [4.1380, -2.9386, -0.3826], [5.0079, -4.0341, -0.2245], [4.6283, -1.7106, -0.8696], [6.3598, -3.8952, -0.5342], [4.5840, -4.9719, 0.1333], [5.9801, -1.5751, -1.1762], [3.9454, -0.8579, -0.9827], [6.8470, -2.6553, -0.9843], [7.0261, -4.7546, -0.4199], [6.3550, -0.6197, -1.5463], [7.9190, -2.5348, -1.1686], [-5.5096, -2.2090, -0.0109], [-4.7211, -0.9648, 0.0769], [-5.4620, 0.3216, 0.0890], [-3.4319, -1.0074, 0.0214], [-2.2500, -1.0971, -0.0453], [-6.5665, -1.9313, 0.0221], [-5.2745, -2.8744, 0.8333], [-5.2983, -2.7362, -0.9530], [-5.3227, 0.8421, 1.0498], [-5.1213, 0.9727, -0.7304], [-6.5204, 0.0835, -0.0448]], "forces_ev_per_a": [[-0.59, 0.19, 0.44], [0.12, -0.23, -0.13], [-0.09, -0.20, 0.26], [-0.03, -0.14, -0.11], [0.18, 0.25, -0.35], [0.15, -0.25, -0.31], [-0.05, 0.08, 0.27], [-0.20, -0.26, -0.09], [-0.51, 0.32, -0.58], [0.46, 0.16, 0.53], [0.45, -0.76, -0.91], [0.50, 0.45, -0.30], [-0.30, -0.09, -0.31], [0.36, -0.32, -0.13], [0.65, -0.83, 1.26], [-0.12, -0.12, 0.19], [-0.05, 0.70, 0.16], [-0.61, 0.19, -0.21], [-0.35, -0.11, -0.04], [0.04, -0.26, -0.08], [-0.14, 0.12, 0.03], [0.22, -0.01, -0.10], [0.01, 0.15, 0.28], [0.06, 0.01, -0.37], [-0.12, -0.22, -0.16], [0.21, -0.07, -0.07], [-0.12, -0.34, 0.22], [-0.08, 0.22, 0.20], [0.14, -0.11, -0.09], [-0.02, 0.31, 0.24], [-0.16, -0.23, 0.09], [-0.16, 0.06, -0.13], [-0.02, 0.02, -0.05], [0.06, 0.06, -0.13], [-0.09, -0.19, 0.10], [0.00, 0.30, 0.21], [0.05, -0.10, 0.00], [0.14, 0.19, -0.15], [-0.27, -0.04, 0.01], [0.11, -0.23, 0.18], [0.12, 0.02, -0.16], [-0.26, 0.05, -0.13], [0.04, 0.25, 0.38], [0.13, -0.27, 0.11], [-0.12, -0.07, 0.12], [0.23, -0.06, -0.11], [0.04, 0.08, 0.19], [-0.22, 0.22, -0.17], [0.02, 0.01, 0.03], [-0.17, -0.21, 0.01], [0.06, 0.09, 0.20], [0.28, -0.03, -0.20], [-0.18, 0.04, 0.21], [0.25, -0.04, -0.12], [-0.18, 0.28, -0.27], [-0.16, -0.23, 0.05], [-0.05, 0.06, 0.03], [-0.28, 0.23, -0.12], [-0.01, 0.09, 0.13], [-0.08, -0.27, -0.05], [0.10, -0.05, 0.13], [0.04, 0.08, 0.21], [-0.24, 0.09, -0.11], [0.29, 0.03, -0.22], [0.11, -0.19, 0.12], [-0.03, -0.29, 0.06], [0.31, 0.11, -0.25], [-0.24, 0.15, -0.11], [0.85, 1.12, -0.20], [-3.73, 3.40, 0.94], [3.31, -3.07, -0.46], [3.45, -1.92, 0.06], [-3.14, 2.93, -0.60], [0.69, -0.93, 0.25], [-0.09, 0.07, -0.08], [-0.13, 0.35, -0.01], [-0.18, 0.18, 0.00], [0.33, 0.13, -0.08], [-0.34, -0.10, 0.19], [0.29, -0.34, 0.03], [-0.03, -0.39, 0.14], [-0.20, 0.41, -0.02], [-0.08, -0.32, 0.14], [-0.44, -0.07, -0.04], [0.04, -0.93, 0.02], [0.29, 0.25, -0.08], [0.27, 0.64, 0.11], [0.94, -0.37, -0.18], [-1.87, 0.15, 0.09], [0.33, -0.16, 0.02], [-0.14, 0.28, -0.27], [-0.11, 0.23, 0.29], [-0.08, -0.25, -0.35], [-0.17, -0.27, 0.27], [0.33, 0.16, 0.01]], "total_charge": 3, "e_lumo_ev": [-10.75, -10.63], "e_homo_ev": [-15.11, -15.15], "orbital_gap_ev": [4.362, 4.523]}

---

Record 3
{"formula": "C6H13N4S", "method": "wB97M-V/def2-TZVPD", "symbols": ["C", "C", "C", "C", "C", "C", "N", "N", "N", "N", "S", "H", "H", "H", "H", "H", "H", "H", "H", "H", "H", "H", "H", "H"], "positions_angstrom": [[-0.4778, 1.3757, -1.1929], [-0.3623, 0.0267, -0.7631], [-0.3028, -0.5316, 2.7089], [1.7338, -1.6894, 1.6827], [-1.0114, -0.3557, -3.5908], [0.2514, -1.2056, 1.4540], [0.6734, 1.6373, 0.7242], [0.0428, 2.1469, -0.2311], [0.1458, -0.2542, 0.3523], [-0.1056, 3.5115, -0.2918], [-0.9903, -1.1920, -1.9762], [-0.8794, 1.6591, -2.1983], [0.0117, 0.5438, 2.8398], [-0.1495, -1.2105, 3.5748], [-1.3918, -0.5453, 2.7764], [2.3156, -1.5427, 0.7831], [1.6443, -2.7159, 2.0023], [2.0662, -1.1107, 2.5378], [-1.8614, 0.2368, -3.8965], [-1.1642, -1.3167, -4.2312], [-0.1358, 0.2191, -3.7870], [-0.4327, -2.0728, 1.2412], [-1.0429, 3.8318, -0.4180], [0.3608, 3.8655, 0.5274]], "forces_ev_per_a": [[-0.52, -1.32, -0.97], [-1.94, -0.51, -3.99], [-0.82, 0.07, 1.08], [-1.99, 0.75, 0.09], [-0.99, -2.21, -0.83], [0.29, -0.30, 0.34], [-0.74, -3.10, 1.38], [-0.77, -0.50, -1.26], [1.69, 4.21, 1.67], [1.85, 0.14, 0.18], [0.27, 0.40, 1.03], [0.46, 0.34, 1.66], [0.12, -1.49, 0.10], [0.87, 0.72, -0.32], [-0.23, 0.34, -0.82], [0.31, -0.21, 0.06], [0.40, -0.39, -0.13], [0.63, 0.09, -0.18], [-0.57, 0.28, 0.76], [0.90, 1.74, 0.74], [0.94, -0.20, -0.32], [0.62, 0.80, -0.43], [-0.70, -0.26, 0.01], [-0.08, 0.61, 0.14]], "total_charge": 1, "e_lumo_ev": -5.55, "e_homo_ev": -12.99, "orbital_gap_ev": 7.442}

---

Record 4
{"formula": "C3HBrNOS2", "method": "wB97M-V/def2-TZVPD", "symbols": ["C", "C", "C", "N", "O", "S", "S", "Br", "H"], "positions_angstrom": [[-1.0172, -0.1674, 0.0933], [-0.1576, 1.8468, 0.1364], [-0.0745, -1.0010, 0.0705], [1.4465, -1.0684, 0.0813], [1.0101, 1.5381, 0.2457], [-1.3115, 2.8996, 0.0673], [0.8423, -2.5790, 0.2039], [-2.8436, -0.5870, -0.1150], [2.1055, -0.8817, -0.7833]], "forces_ev_per_a": [[-1.27, 2.79, -0.50], [3.96, -3.44, 0.49], [5.59, -3.21, -0.40], [1.18, 4.16, -0.97], [-2.66, 1.49, -0.40], [-1.61, 1.66, -0.16], [-2.61, -3.16, -0.06], [-0.03, -0.18, 0.28], [-2.54, -0.11, 1.71]], "total_charge": -1, "e_lumo_ev": 3.22, "e_homo_ev": -3.69, "orbital_gap_ev": 6.912}

---

Record 5
{"formula": "C4H29N2O10", "method": "wB97M-V/def2-TZVPD", "symbols": ["C", "C", "C", "C", "N", "O", "N", "H", "H", "H", "H", "H", "H", "H", "H", "H", "H", "H", "H", "H", "O", "H", "H", "O", "H", "H", "O", "H", "H", "O", "H", "H", "O", "H", "H", "O", "H", "H", "O", "H", "H", "O", "H", "H", "O"], "positions_angstrom": [[-1.7121, 2.4830, 1.6554], [-1.0897, 1.3717, 0.8241], [0.3304, 1.7632, 0.4093], [1.1253, 0.6599, -0.2230], [2.3677, 0.3861, 0.2814], [0.7123, 0.0053, -1.2006], [-1.9993, 1.0969, -0.3518], [-2.7243, 2.2397, 1.9903], [-1.7626, 3.4367, 1.1284], [-1.1478, 2.6411, 2.5726], [-1.1075, 0.4502, 1.4211], [0.3213, 2.5925, -0.3213], [0.8665, 2.1289, 1.2829], [2.7035, 0.8258, 1.1649], [2.9364, -0.4076, -0.0485], [-1.8345, 1.8225, -1.0769], [-2.9683, 1.0551, -0.0415], [-1.7366, 0.1723, -0.7742], [-0.9101, -3.1969, 0.4801], [-2.2330, -3.9658, -0.0462], [-1.8645, -3.1006, 0.1996], [1.3435, -3.0140, 0.1106], [1.2818, -4.2214, 1.1343], [0.8643, -3.3836, 0.8853], [1.1189, 4.7572, -2.7469], [2.1013, 3.6415, -3.2609], [1.4182, 3.8566, -2.5918], [-1.0748, -1.1118, -2.2351], [-1.9088, -1.9900, -1.2269], [-1.9339, -1.2403, -1.8773], [-2.7863, -1.8002, 0.9590], [-4.0842, -1.3959, 1.6566], [-3.2539, -1.0194, 1.3219], [1.5376, -1.5696, -1.4332], [2.1541, -2.8605, -2.0838], [2.0463, -2.3787, -1.2468], [3.6210, 0.4953, 2.8766], [2.2706, -0.1261, 2.4622], [2.9225, 0.5818, 2.2187], [0.9240, -2.0289, 1.9477], [0.6505, -1.5408, 3.4328], [0.9453, -1.2598, 2.5496], [-0.1605, 1.1981, -2.4373], [-0.0069, 2.7594, -2.7060], [-0.6540, 2.0180, -2.5843]], "forces_ev_per_a": [[-0.13, 0.20, 0.38], [-1.00, -0.03, 0.49], [0.31, 0.11, -0.39], [-1.19, -0.67, -0.77], [-1.60, -1.37, -5.98], [0.71, 0.40, 0.95], [1.39, 0.17, 0.15], [0.09, -0.20, -0.22], [0.10, -0.03, -0.14], [0.16, 0.01, -0.03], [0.19, 0.16, -0.17], [-0.07, -0.22, 0.19], [-0.09, 0.01, 0.13], [1.45, 2.18, -0.40], [-0.46, 0.06, -0.38], [-0.25, -0.34, -0.10], [-0.07, -0.23, 0.02], [-0.90, 0.30, -0.25], [-1.07, -0.52, -0.27], [0.36, 0.25, 0.23], [0.86, -0.08, -0.07], [0.17, -0.59, -0.23], [-0.09, 0.19, -0.10], [-0.15, 0.19, 0.27], [0.22, 0.19, -0.20], [-0.60, 0.51, 0.43], [0.39, -0.60, -0.24], [1.07, -0.33, -0.71], [0.13, 0.35, -0.60], [-1.02, -0.13, 1.27], [-0.24, 0.23, 0.20], [0.26, 0.35, -0.05], [-0.08, -0.27, -0.08], [0.12, -0.39, -0.38], [0.02, 0.14, 0.31], [0.08, 0.30, -0.21], [0.66, 0.44, 0.00], [-0.57, -0.28, 0.32], [0.72, -1.01, 6.81], [-0.07, -0.55, 0.29], [0.07, 0.01, -0.47], [0.28, 0.83, 0.27], [0.00, 0.57, -0.43], [-0.20, -0.71, -0.04], [0.04, 0.38, 0.21]], "total_charge": 2, "e_lumo_ev": [-6.59, -11.66], "multiplicity": 2, "e_homo_ev": [-16.74, -16.74], "orbital_gap_ev": [10.151, 5.076]}